[1]
{"formula": "C21H23AsN3O4SV", "method": "ωB97M-V/def2-TZVPD", "species": ["C", "C", "C", "H", "C", "C", "H", "H", "C", "H", "H", "C", "N", "H", "H", "H", "H", "C", "H", "H", "H", "H", "C", "C", "C", "O", "H", "C", "H", "H", "As", "O", "C", "H", "H", "C", "C", "H", "S", "O", "V", "H", "H", "N", "C", "C", "H", "N", "C", "C", "O", "H", "C", "C"], "coordinates": [[1.0506, 4.3167, 0.5260], [-3.1866, -0.3518, -2.8821], [1.5532, 5.7145, 0.6217], [-5.8468, 2.2204, -1.9360], [4.7430, -3.0031, 2.0975], [2.5078, -2.1103, 2.2570], [-6.1227, 0.8514, -4.0094], [2.8470, -2.0631, -0.7891], [-3.9735, 1.2804, -1.4608], [2.4844, 5.7408, 1.1889], [1.7128, 6.1290, -0.3689], [1.5117, -1.0311, 1.9425], [0.7457, 3.8433, -0.6832], [5.7689, -2.8995, 1.7709], [2.5769, -0.3219, -1.0598], [0.7218, -0.9861, 2.6938], [0.8325, 6.3341, 1.1596], [2.1138, -1.3075, -1.0672], [1.9917, -0.0537, 1.8841], [1.1007, -3.3360, 3.3253], [0.2216, 1.5873, 2.3584], [2.7252, -5.1243, 3.7930], [0.8613, 3.5270, 1.6790], [0.4038, 2.2459, 1.5187], [-3.6041, 1.9869, -0.2022], [-1.1115, -1.1842, -2.2002], [-0.2759, -3.4647, -0.7446], [-5.1091, 1.4858, -2.2271], [4.1515, -1.1042, 1.3029], [-4.1785, 3.2831, 1.0488], [0.6593, -1.3384, 0.2035], [-2.5523, 1.7101, 0.3667], [0.3362, 2.5934, -0.7492], [0.9554, -3.8125, 0.4923], [-2.6957, -2.1780, -4.5724], [3.8288, -1.9954, 1.8299], [4.3460, -4.1354, 2.7951], [-0.6813, -3.3317, 0.9837], [-0.1708, 1.8520, -2.2456], [-4.4675, 2.8599, 0.2207], [-1.1189, 0.3635, -0.7042], [1.0695, 3.9236, 2.6620], [-4.4051, -0.8076, -4.6149], [0.1863, 1.7497, 0.2860], [-4.2854, -0.2170, -3.7159], [-5.2554, 0.7202, -3.3768], [1.7214, -1.5131, -2.0609], [-3.0489, 0.3896, -1.7891], [0.0997, -3.1885, 0.2388], [2.1196, -3.2450, 2.9650], [-1.9374, -2.1610, -3.9705], [5.0605, -4.9184, 3.0086], [-2.0150, -1.2731, -3.0233], [3.0341, -4.2521, 3.2329]], "atomic_forces_ev_per_a": [[-0.1, -0.1, 0.1], [-0.2, 0.1, 0.0], [0.0, 0.0, 0.0], [0.0, 0.0, 0.0], [0.0, 0.0, 0.0], [0.0, 0.0, 0.0], [0.0, 0.0, 0.0], [0.0, 0.0, 0.0], [-0.1, 0.0, -0.2], [0.0, 0.0, 0.0], [0.0, 0.0, 0.0], [0.0, 0.0, 0.0], [0.2, 0.1, 0.1], [0.0, 0.0, 0.0], [0.0, 0.0, 0.0], [0.0, 0.0, 0.0], [0.0, 0.0, 0.0], [0.0, 0.0, 0.0], [0.0, 0.0, 0.0], [0.0, 0.0, 0.0], [0.0, 0.0, 0.0], [0.0, 0.0, 0.0], [0.0, 0.0, 0.0], [0.1, 0.1, 0.0], [0.0, 0.0, 0.2], [0.0, 0.0, 0.0], [0.0, 0.0, 0.0], [0.0, 0.0, 0.0], [0.0, 0.0, 0.0], [0.0, 0.0, 0.0], [-0.1, 0.1, -0.1], [0.2, -0.2, -0.2], [-0.1, -0.1, -0.3], [0.0, 0.0, 0.0], [0.0, 0.0, 0.0], [0.0, 0.0, 0.0], [0.0, 0.0, 0.0], [0.0, 0.0, 0.0], [-0.1, -0.1, 0.1], [0.0, 0.0, 0.0], [0.1, 0.5, 0.2], [0.0, 0.0, 0.0], [0.0, 0.0, 0.0], [-0.5, -0.1, -0.1], [0.1, 0.0, 0.0], [0.0, 0.0, 0.0], [0.0, 0.0, 0.0], [0.3, -0.1, 0.1], [0.0, 0.0, 0.0], [0.0, 0.0, 0.0], [0.0, 0.0, 0.0], [0.0, 0.0, 0.0], [0.1, -0.1, 0.0], [0.0, 0.0, 0.0]], "lowdin_charge": [-0.274, -0.136, -0.005, 0.147, -0.059, -0.328, 0.141, 0.042, -0.133, 0.100, 0.092, -0.302, 0.144, 0.114, 0.043, 0.082, 0.102, -0.237, 0.069, 0.116, 0.122, 0.114, 0.022, -0.096, -0.403, -0.055, 0.032, 0.086, 0.115, 0.178, 1.156, 0.044, -0.781, 0.043, 0.149, -0.062, -0.061, 0.042, 0.747, 0.230, 0.695, 0.129, 0.138, -0.112, 0.071, 0.039, 0.036, 0.079, -0.246, -0.066, 0.243, 0.114, -0.397, -0.060], "multiplicity": 3, "charge": 2, "orbital_gap_ha": [0.21535, 0.21864], "de_lowest_ev": 0.0952, "homo_energy_ev": [-13.48, -13.48], "lumo_ev": [-7.62, -7.53], "fmax_ha_per_bohr": 0.0104, "energy_ev": -132160.792}

[2]
{"formula": "C21H23B2F4I2InN6O5", "method": "ωB97M-V/def2-TZVPD", "species": ["C", "C", "N", "C", "C", "C", "B", "F", "H", "F", "C", "H", "I", "N", "H", "C", "C", "H", "H", "N", "H", "C", "O", "N", "H", "C", "F", "B", "H", "H", "C", "C", "H", "O", "C", "C", "C", "H", "In", "H", "H", "C", "I", "C", "H", "O", "O", "F", "N", "H", "H", "H", "C", "H", "H", "C", "H", "C", "O", "H", "C", "H", "H", "N"], "coordinates": [[0.9616, -0.8793, 3.3024], [-2.9506, 1.6796, 0.2098], [1.5755, 0.4526, 1.2776], [1.8018, -3.7965, -1.3513], [-0.4377, 0.1267, -3.2452], [1.6431, -1.5835, 4.2176], [1.0519, 3.3510, -0.5763], [0.0511, 3.7498, -1.4426], [0.3813, 2.5632, -4.4244], [-3.5738, -2.5894, -1.2892], [-0.9511, -2.6131, 3.5537], [1.6266, 1.4419, 1.0122], [-2.7645, -3.2280, 2.9434], [-2.5294, 0.5357, -0.1651], [-4.6208, 2.7082, -0.6095], [1.4244, 0.4346, 2.7384], [-4.3812, 2.0827, 0.2536], [-0.5526, -4.1893, 4.9381], [-5.0196, 1.2047, 0.2244], [1.1693, -1.7082, -0.3872], [-2.6579, 4.4467, -0.2537], [0.6118, 1.1472, -2.8678], [1.7742, 2.1520, -1.1710], [-1.0191, -0.4030, -2.2414], [-1.4869, -0.9583, -4.7401], [-1.8468, 2.6540, 0.5227], [-1.6469, -1.8833, -0.1817], [-2.7205, -1.5628, -1.1421], [0.6840, 1.1980, 2.9936], [1.7141, 1.4381, -4.6534], [0.8728, -2.8087, -1.1011], [2.4115, -1.5546, 0.0837], [3.4831, -0.4312, 1.5571], [-1.0637, -0.7417, 2.1174], [-0.7720, -0.1444, -4.6682], [-0.3988, -1.3539, 2.9189], [3.3909, -2.5149, -0.1134], [-1.2437, 4.6752, 0.7954], [-0.2921, 0.0489, -0.1237], [-1.2035, 0.7451, -5.1308], [-2.8315, 4.2607, 1.4873], [-2.1512, 4.1006, 0.6484], [2.1850, -3.7644, 6.1698], [1.1848, 2.0361, -3.9085], [4.3851, -2.3571, 0.2834], [0.4056, 2.9568, 0.7643], [-2.0313, -1.2799, -2.4311], [2.0020, 4.2607, -0.2679], [-0.6827, 2.1340, 0.6056], [3.2331, 0.4028, 0.0302], [1.8645, 2.7562, -3.4664], [-0.1374, -2.8829, -1.4742], [1.0807, -2.7881, 4.8068], [1.5198, -4.6604, -1.9355], [3.8356, -4.4092, -1.0157], [2.7532, -0.2490, 0.7644], [0.1301, -0.3958, -5.2270], [-0.1905, -3.2839, 4.4709], [-3.4228, -0.3951, -0.5572], [2.3616, 0.7135, 3.2281], [3.0839, -3.6508, -0.8412], [-4.5890, 2.6660, 1.1494], [2.6185, -1.2598, 4.5586], [0.8970, 1.1971, -1.6232]], "atomic_forces_ev_per_a": [[-0.1, -0.1, 0.0], [0.1, 0.0, 0.0], [0.0, 0.0, 0.0], [0.0, 0.0, 0.0], [0.0, 0.1, 0.0], [0.0, 0.0, 0.0], [0.1, 0.0, 0.1], [0.0, 0.0, 0.0], [0.0, 0.0, 0.0], [0.0, 0.0, 0.0], [0.2, 0.0, 0.0], [0.0, 0.0, 0.0], [-0.1, 0.0, 0.0], [-0.1, 0.0, 0.1], [0.0, 0.0, 0.0], [0.0, 0.0, 0.0], [0.0, 0.0, 0.0], [0.0, 0.0, 0.0], [0.0, 0.0, 0.0], [0.0, -0.1, 0.1], [0.0, 0.0, 0.0], [-0.1, -0.1, 0.0], [-0.1, 0.0, 0.0], [0.0, 0.0, -0.1], [0.0, 0.0, 0.0], [0.0, -0.1, 0.0], [0.0, 0.0, 0.0], [-0.1, 0.0, 0.0], [0.0, 0.0, 0.0], [0.0, 0.0, 0.0], [0.0, 0.0, 0.0], [0.0, 0.0, 0.0], [0.0, 0.0, 0.0], [0.0, 0.0, 0.1], [0.0, 0.0, 0.0], [0.0, 0.0, 0.0], [0.0, 0.0, 0.0], [0.0, 0.0, 0.0], [0.0, -0.1, -0.3], [0.0, 0.0, 0.0], [0.0, 0.0, 0.0], [0.0, 0.0, 0.1], [0.1, -0.1, 0.1], [0.1, 0.0, 0.0], [0.0, 0.0, 0.0], [0.0, 0.0, 0.0], [0.0, 0.1, 0.0], [0.0, 0.0, 0.0], [0.0, 0.2, -0.1], [0.0, 0.0, 0.0], [0.0, 0.0, 0.0], [0.0, 0.0, 0.0], [-0.1, 0.1, -0.1], [0.0, 0.0, 0.0], [0.0, 0.0, 0.0], [0.0, 0.0, 0.0], [0.0, 0.0, 0.0], [0.0, 0.0, 0.0], [0.1, 0.0, -0.1], [0.0, 0.0, 0.0], [0.0, 0.0, 0.0], [0.0, 0.0, 0.0], [0.0, 0.0, 0.0], [0.0, 0.2, 0.0]], "lowdin_charge": [-0.079, -0.194, -0.069, -0.009, -0.193, -0.052, -1.084, 0.186, 0.115, 0.238, -0.597, 0.097, 1.327, 0.018, 0.115, -0.095, 0.029, 0.105, 0.095, 0.061, 0.117, -0.189, 0.029, 0.011, 0.095, -0.192, 0.010, -1.061, 0.153, 0.109, -0.069, -0.232, 0.138, 0.059, 0.029, -0.319, 0.008, 0.100, 0.932, 0.110, 0.108, 0.035, 1.285, 0.036, 0.131, 0.006, 0.102, 0.224, -0.001, 0.148, 0.100, 0.117, -0.672, 0.126, 0.128, -0.097, 0.104, -0.201, 0.110, 0.147, -0.010, 0.098, 0.119, 0.005], "charge": 2, "orbital_gap_ha": 0.16273, "homo_energy_ev": -14.34, "lumo_ev": -9.91, "fmax_ha_per_bohr": 0.0055, "energy_ev": -74916.703}